C20H45AsF6HfN3S2SbSi3 as an isolated structure in a non-equilibrium geometry. Source: the OMol25 dataset; level of theory: ωB97M-V/def2-TZVPD.

Geometry as XYZ:
```
82
Properties=species:S:1:pos:R:3:mulliken_spin:R:1
Hf -0.16420 -0.43380 -0.33210 0.04
C -2.97240 -0.87790 -2.61460 0.00
Si -2.19210 -2.36210 -1.69420 0.00
C -3.24530 -3.91180 -1.98350 0.00
C -0.39210 -2.60050 -2.37790 0.00
C -1.80250 -1.84410 0.13880 -0.01
Si -1.23590 -3.34450 1.23740 0.00
C -0.02550 -4.48960 0.31210 0.00
C -2.80840 -4.32230 1.72020 0.00
C -0.48260 -2.81670 2.91540 0.00
Si -3.21810 -0.78430 0.89530 -0.02
C -3.25360 -0.58750 2.79470 0.02
C -4.95220 -1.34190 0.35570 0.00
C -2.77150 1.00610 0.30250 -0.02
C -3.70490 2.03280 0.33980 -0.01
C -3.33590 3.34350 0.07380 0.00
C -2.00420 3.60350 -0.22860 0.00
C -1.11890 2.54230 -0.27240 0.00
N -1.48610 1.27160 -0.01870 0.05
H -2.82560 -0.97420 -3.68650 0.00
H -2.57210 0.08700 -2.30690 0.00
H -4.04590 -0.84690 -2.47100 0.00
H -3.40100 -4.07240 -3.04750 0.00
H -4.22990 -3.81460 -1.53970 0.00
H -2.79370 -4.81520 -1.58910 0.00
H -0.18060 -1.92580 -3.20660 0.00
H -0.24910 -3.60330 -2.77130 0.00
H 0.37550 -2.47740 -1.60240 0.00
H -0.45950 -4.91700 -0.58480 0.00
H 0.22150 -5.32950 0.95650 0.00
H 0.92160 -4.02600 0.04650 0.00
H -3.31640 -4.72350 0.85430 0.00
H -3.50420 -3.70800 2.27740 0.00
H -2.51550 -5.15450 2.35080 0.00
H 0.28090 -2.05540 2.81730 0.00
H -0.01810 -3.67840 3.38280 0.00
H -1.23850 -2.45690 3.60200 0.00
H -3.49920 -1.52390 3.28470 0.00
H -4.02990 0.12440 3.06770 0.00
H -2.31310 -0.22760 3.19840 -0.01
H -5.09870 -2.38290 0.61840 0.00
H -5.15210 -1.24550 -0.70360 0.00
H -5.71890 -0.78370 0.88310 0.00
H -4.72550 1.78770 0.58310 0.00
H -4.06550 4.13930 0.11290 0.00
H -1.65410 4.60660 -0.42210 0.00
H -0.07600 2.71010 -0.51820 0.00
F 1.43160 -1.46140 0.86530 0.00
Sb 3.09710 -0.24960 0.26580 0.00
F 3.31560 0.17670 2.10900 0.01
F 1.53030 1.09990 0.02610 0.00
F 4.03630 -1.87420 0.20110 0.00
F 2.02940 -0.84290 -1.39940 0.00
F 4.12640 1.00930 -0.66510 0.00
C 1.70960 -0.58000 6.00190 0.00
N 1.25660 -0.28110 4.65360 0.04
C 0.22490 0.42290 4.23080 -0.01
S 0.08950 0.69560 2.51050 0.86
N -0.74370 0.95010 4.96230 0.03
C -0.95550 0.95990 6.39960 0.00
H 2.75980 -0.85180 5.94210 0.00
H 1.16000 -1.41960 6.42690 0.00
H 1.61720 0.28160 6.65550 0.00
H 1.88300 -0.59430 3.92400 0.00
H -1.36260 1.55900 4.44190 0.00
H -0.33720 1.71650 6.88480 0.00
H -0.75680 -0.01480 6.83480 0.00
H -1.99920 1.20810 6.57880 0.00
C -0.21980 2.28270 -5.61940 0.00
As 0.49200 0.66570 -4.81420 0.00
C 2.41960 0.59280 -5.07500 0.00
C -0.28390 -0.84310 -5.79510 0.00
S -0.09080 0.83410 -2.73380 0.00
H 0.03330 2.28780 -6.67970 0.00
H 0.21120 3.16390 -5.14130 0.00
H -1.30570 2.30140 -5.50700 0.00
H 2.60460 0.53510 -6.15100 0.00
H 2.84730 -0.29120 -4.59670 0.00
H 2.88900 1.49630 -4.67940 0.00
H -0.29400 -0.56280 -6.84840 0.00
H -1.30870 -1.04830 -5.48300 0.00
H 0.33150 -1.73890 -5.67900 0.00
```

Properties
net charge	+3
HOMO energy (alpha / beta)	-16.71 / -16.70	eV
gap between HOMO and LUMO (alpha / beta)	6.452 / 4.573	eV
spin multiplicity	2
LUMO level (alpha / beta)	-10.26 / -12.13	eV
energy above the lowest of the compared OMol25 structures with the same formula, charge and spin	81.2	kcal/mol


A 6-piece molecular cluster, C20H45BNO9PS overall in a non-equilibrium geometry. Source: the OMol25 dataset; level of theory: ωB97M-V/def2-TZVPD.

Geometry as XYZ:
```
78
Properties=species:S:1:pos:R:3:mulliken_charge:R:1
N -2.42494 -1.37709 -0.81361 -0.61
C -1.35652 -0.88540 0.05646 -0.01
C 0.07258 -1.05878 -0.52672 -1.48
P 1.44958 -1.37412 0.65141 1.34
O 1.89070 -2.73141 -0.36969 -0.86
S 0.64995 0.38779 1.79256 -0.44
C 1.38203 -2.49815 2.12727 -0.71
C 0.08082 -2.61168 2.86013 -0.23
O -0.09984 -2.22421 3.99751 -0.53
C 3.08971 -0.58318 0.35346 -0.82
B 3.42999 -0.44726 -1.18904 0.93
O 3.83793 -1.51049 -1.97746 -0.72
O 3.34677 0.78354 -1.79661 -0.60
H -2.24119 -2.32127 -1.12831 0.26
H -2.53938 -0.77939 -1.62340 0.19
H -1.45413 -1.40039 1.01480 -0.10
H -1.57189 0.16854 0.23986 0.53
H 0.08517 -1.83568 -1.29279 0.47
H 0.35564 -0.11705 -1.01918 0.39
H 2.76451 -3.05468 -0.10893 0.27
H 1.59267 0.55614 2.72938 0.21
H 1.68067 -3.48917 1.78376 0.43
H 2.14061 -2.12910 2.82735 0.46
H -0.73327 -3.13365 2.32514 0.46
H 3.85769 -1.15578 0.88761 0.13
H 3.03223 0.41602 0.79536 0.49
H 3.07419 -1.98209 -2.33015 0.32
H 2.96133 1.44626 -1.21392 0.31
C -4.53325 0.16770 3.92852 -1.22
C -3.19093 0.58217 3.37182 0.79
O -3.03596 0.81153 2.19435 -0.44
C -2.02985 0.63121 4.32903 -0.80
H -5.27273 0.14671 3.13115 0.27
H -4.45780 -0.82262 4.38026 0.32
H -4.85040 0.86972 4.70166 0.37
H -1.86279 -0.36615 4.73703 0.24
H -2.21655 1.31883 5.15648 0.43
H -1.15443 0.94258 3.76438 0.01
C -4.79191 0.87798 -0.49190 -0.87
C -4.34845 1.36032 -1.84914 0.86
O -3.37951 0.89153 -2.40485 -0.63
C -5.17343 2.45486 -2.48021 -1.18
H -4.11841 0.10024 -0.14212 0.12
H -4.77982 1.69809 0.22627 0.27
H -5.80865 0.48365 -0.55159 0.40
H -5.17836 3.33482 -1.83568 0.30
H -6.20417 2.12728 -2.60721 0.31
H -4.75139 2.71426 -3.44930 0.34
C 6.56486 0.27573 -3.05488 -0.66
C 7.79450 -0.24395 -2.35181 0.83
O 7.73865 -1.12581 -1.52687 -0.54
C 9.11072 0.40093 -2.72353 -1.18
H 5.68775 -0.26710 -2.71674 -0.09
H 6.44221 1.33925 -2.84206 0.33
H 6.67046 0.14791 -4.13376 0.39
H 9.07401 1.47139 -2.51471 0.32
H 9.30258 0.27083 -3.78984 0.32
H 9.91702 -0.05267 -2.15232 0.31
C 4.68090 -5.19965 3.07975 -1.17
C 5.10894 -4.02440 2.23826 0.73
O 4.30244 -3.34734 1.63960 -0.38
C 6.58414 -3.72898 2.17348 -1.14
H 3.59951 -5.30787 3.04519 0.25
H 5.14873 -6.11266 2.70855 0.36
H 4.99786 -5.05213 4.11326 0.35
H 7.11754 -4.59148 1.77112 0.35
H 6.96873 -3.52942 3.17512 0.35
H 6.76110 -2.86672 1.53526 0.25
C -8.14164 6.16526 -1.91249 -1.17
C -8.05897 5.01479 -2.88656 0.90
O -8.01617 3.86780 -2.51089 -0.53
C -8.02696 5.36977 -4.35345 -1.17
H -8.15606 5.78313 -0.89494 0.30
H -7.28312 6.82660 -2.04083 0.32
H -9.04699 6.74619 -2.09563 0.36
H -7.16421 6.00328 -4.56607 0.32
H -8.92812 5.92208 -4.62478 0.37
H -7.96522 4.46222 -4.94857 0.30
```

Properties
SMILES	NCCP(O)(S)(CC=O)CB(O)O.CC(C)=O.CC(C)=O.CC(C)=O.CC(C)=O.CC(C)=O
HOMO energy	-8.45	eV
gap between HOMO and LUMO	9.036	eV
spin multiplicity	1
LUMO level	0.59	eV


C20H45Cl6N4O5Pd as an isolated structure in a non-equilibrium geometry. Source: the OMol25 dataset; level of theory: ωB97M-V/def2-TZVPD.

Geometry as XYZ:
```
81
Properties=species:S:1:pos:R:3:mulliken_spin:R:1
Pd -33.42092 16.79776 6.56515 1.04
C -31.74351 18.11495 2.57812 -0.01
C -32.95002 18.37041 3.50610 0.01
O -32.69788 17.93771 4.81506 0.83
H -31.29877 17.13771 2.76601 0.00
H -30.88804 18.73974 2.83488 0.00
H -31.87682 18.22562 1.50198 0.00
H -33.76575 17.75655 3.12416 0.06
H -33.28582 19.40700 3.47753 0.02
Cl -30.83692 22.75153 4.40240 0.00
C -31.14739 22.39864 6.14012 0.00
C -30.92840 20.90110 6.51529 0.01
Cl -29.16871 20.80090 6.44424 0.00
H -32.17544 22.75237 6.21821 0.00
H -30.49879 23.02942 6.74802 0.00
H -31.38250 20.20424 5.81081 0.00
H -31.25812 20.61849 7.51505 0.00
Cl -36.46784 13.43101 2.81947 0.00
C -34.87801 14.07339 2.97799 0.00
C -34.17264 13.88913 1.61337 0.00
Cl -32.51982 14.48911 1.63517 0.00
H -34.40721 13.62425 3.85246 0.00
H -34.94542 15.13345 3.22260 0.00
H -34.69486 14.33995 0.76949 0.00
H -33.95373 12.84869 1.37328 0.00
Cl -27.55057 19.31981 2.89841 0.00
C -27.92220 17.62091 2.53647 0.00
C -28.69199 16.87811 3.58155 0.00
Cl -27.62733 16.44651 4.81859 0.00
H -26.94857 17.16694 2.35193 0.00
H -28.57553 17.77513 1.67772 0.00
H -29.06296 15.90247 3.26753 0.00
H -29.57856 17.42123 3.90886 0.00
C -34.66400 19.15478 8.30230 0.01
O -34.66648 17.96435 7.87678 0.02
N -35.16608 20.22600 7.67640 0.02
C -35.67462 20.03434 6.37192 -0.01
C -35.01620 21.63671 8.24900 0.00
H -34.14937 19.51996 9.20452 0.00
H -36.46024 20.74834 6.12471 0.00
H -36.11518 19.04505 6.24816 0.00
H -35.01071 19.96279 5.51041 0.00
H -35.95861 22.09619 7.95095 0.00
H -34.70631 21.63957 9.29402 0.00
H -34.26730 22.25938 7.75958 0.00
C -31.42275 14.48694 4.97573 -0.01
O -32.28138 15.10295 5.56667 0.02
N -31.36103 13.14748 4.80081 0.00
C -30.24157 12.59132 3.96896 0.00
C -32.35238 12.08345 5.09190 0.00
H -30.58933 14.93542 4.41315 0.00
H -29.51277 13.33759 3.65267 0.00
H -30.60993 11.99719 3.13265 0.00
H -29.69965 11.88991 4.60335 0.00
H -33.07079 12.50723 5.79363 0.00
H -32.89149 11.87981 4.16670 0.00
H -31.95366 11.17369 5.54071 0.00
C -35.43596 23.02186 0.75213 0.00
O -34.81097 23.62676 -0.13200 0.00
N -34.86196 22.66640 1.95112 0.00
C -35.41403 21.62205 2.79778 0.01
C -33.46780 23.10801 2.24033 0.00
H -36.49563 22.75159 0.62455 0.00
H -36.35383 21.30423 2.34626 0.00
H -35.67831 21.97888 3.79323 0.00
H -34.77123 20.74683 2.89209 0.00
H -32.82874 22.23046 2.33841 0.00
H -33.04492 23.78814 1.50094 0.00
H -33.40070 23.80168 3.07843 0.00
C -37.93460 18.42211 0.27684 0.00
O -38.76430 17.51183 0.21925 0.00
N -36.55147 18.37152 0.45614 0.00
C -35.70918 19.60027 0.37878 0.00
C -35.71445 17.08283 0.40968 0.00
H -38.28944 19.43742 0.04139 0.00
H -34.76353 19.68232 0.91461 0.00
H -36.26335 20.53260 0.48720 0.00
H -35.36851 19.65751 -0.65503 0.00
H -36.41917 16.32368 0.07033 0.00
H -34.91929 17.21197 -0.32459 0.00
H -35.39704 16.84286 1.42445 0.00
```

Properties
net charge	+1
HOMO energy (alpha / beta)	-11.56 / -11.56	eV
gap between HOMO and LUMO (alpha / beta)	8.920 / 5.856	eV
spin multiplicity	3
LUMO level (alpha / beta)	-2.64 / -5.71	eV
energy above the lowest of the compared OMol25 structures with the same formula, charge and spin	44.8	kcal/mol


no.,electronic energy (hartree)
1,-5740.76494
2,-2285.45681
3,-4272.90224